1.
Here is C22H31NNi as an isolated structure from the OMol25 dataset. Energies are from ωB97M-V/def2-TZVPD.

Each line ends with the natural charge from an NBO analysis.
Element x y z (Å)
Ni -0.21 0.64 0.33  0.836
C -0.13 1.25 4.90  -0.605
C -0.60 1.79 3.55  -0.251
C -1.02 3.26 3.70  -0.603
C 0.42 1.59 2.45  -0.023
C 0.44 2.42 1.31  -0.289
C 1.38 2.22 0.28  -0.299
C 2.36 1.23 0.40  -0.042
C 3.43 1.07 -0.64  -0.632
C 2.35 0.43 1.53  -0.179
C 1.40 0.60 2.53  -0.225
H -0.81 1.56 5.68  0.219
H 0.87 1.62 5.15  0.203
H -0.11 0.16 4.90  0.211
H -1.50 1.22 3.26  0.245
H -0.14 3.90 3.82  0.203
H -1.65 3.37 4.57  0.219
H -1.59 3.59 2.83  0.210
H -0.21 3.29 1.25  0.245
H 1.41 2.92 -0.55  0.237
H 3.08 0.46 -1.47  0.232
H 4.31 0.59 -0.22  0.223
H 3.72 2.04 -1.06  0.223
H 3.11 -0.34 1.66  0.216
H 1.44 -0.04 3.40  0.231
C -5.49 1.38 -0.36  -0.590
C -4.17 1.68 0.38  -0.235
C -3.13 2.13 -0.64  -0.596
C -3.82 0.51 1.27  -0.124
C -4.68 0.28 2.33  -0.141
C -4.48 -0.77 3.22  -0.302
C -3.40 -1.62 3.04  -0.193
C -2.51 -1.45 2.00  -0.116
C -1.42 -2.50 1.90  -0.236
C -0.26 -2.24 0.94  -0.577
C -2.05 -3.85 1.51  -0.590
C -2.67 -0.34 1.08  0.179
N -1.83 -0.13 0.10  -0.691
H -5.81 2.25 -0.92  0.197
H -6.27 1.12 0.34  0.206
H -5.35 0.56 -1.05  0.206
H -4.36 2.53 1.05  0.192
H -3.02 1.38 -1.42  0.221
H -2.15 2.29 -0.18  0.198
H -3.46 3.07 -1.10  0.199
H -5.52 0.94 2.48  0.191
H -5.17 -0.92 4.04  0.203
H -3.25 -2.43 3.74  0.199
H -1.01 -2.61 2.91  0.193
H -0.60 -2.31 -0.09  0.222
H 0.53 -2.97 1.11  0.204
H 0.18 -1.23 1.10  0.165
H -2.44 -3.80 0.49  0.206
H -2.87 -4.10 2.18  0.210
H -1.30 -4.64 1.56  0.197

Values from the calculation:
Multiplicity: 3
HOMO (spin up / spin down) (eV): -6.367 / -6.420
Gap between HOMO and LUMO (spin up / spin down) (eV): 6.83 / 6.88



2.
Here is one molecule with the formula C5H10O from the OMol25 dataset. Energies are from ωB97M-V/def2-TZVPD.

Each line ends with the natural charge from an NBO analysis.
Element x y z (Å)
C -0.14 -0.32 -1.71  -0.615
C 0.20 -0.48 -0.22  -0.147
C -1.02 -0.62 0.79  -0.052
O -1.80 0.55 1.23  -0.747
C 0.60 0.80 0.58  -0.362
C 1.64 -0.07 0.06  -0.404
H 0.02 0.73 -2.03  0.200
H 0.48 -0.93 -2.40  0.215
H -1.18 -0.58 -1.92  0.212
H -0.73 -1.19 1.67  0.182
H -1.77 -1.09 0.18  0.193
H -1.45 0.97 2.03  0.461
H 0.50 0.74 1.67  0.192
H 0.19 1.68 0.13  0.227
H 2.13 0.40 -0.80  0.227
H 2.31 -0.59 0.73  0.217

Values from the calculation:
SMILES string: CC1(CO)CC1
HOMO (eV): -8.649
Relative energy (zero: lowest compared OMol25 entry of this formula, charge and spin) (eV): 3.486
Gap between HOMO and LUMO (eV): 9.60



3.
Here is a 16-piece molecular cluster, H30O19S overall from the OMol25 dataset. Energies are from ωB97M-V/def2-TZVPD.

Each line ends with the natural charge from an NBO analysis.
Element x y z (Å)
S -0.24 0.36 -0.01  2.767
O -1.39 0.82 0.72  -1.045
O 0.89 1.20 0.19  -1.077
O 0.10 -0.96 0.57  -1.081
O -0.44 0.22 -1.44  -1.077
O 1.34 -3.92 1.50  -0.935
H 0.82 -4.48 2.05  0.449
H 0.71 -3.33 1.12  0.479
O 3.25 0.87 -0.57  -0.979
H 3.45 1.39 -1.36  0.475
H 2.39 1.27 -0.25  0.486
O 3.60 -1.59 0.36  -0.983
H 3.62 -0.62 0.22  0.495
H 2.70 -1.78 0.62  0.466
O -3.38 1.89 -0.25  -0.963
H -3.85 1.55 -1.05  0.462
H -2.60 1.39 -0.12  0.466
O 1.37 3.60 -0.52  -1.006
H 1.19 2.64 -0.24  0.492
H 0.92 3.79 -1.37  0.460
O -2.03 2.53 2.36  -0.975
H -1.63 2.02 3.07  0.456
H -1.79 2.02 1.57  0.482
O -2.35 -0.67 -2.90  -0.977
H -1.73 -0.36 -2.24  0.486
H -1.88 -0.59 -3.76  0.460
O -1.23 2.21 -2.99  -0.964
H -1.10 3.01 -2.52  0.453
H -1.23 1.55 -2.25  0.485
O -3.48 -0.38 1.40  -0.943
H -2.70 0.05 1.18  0.474
H -3.49 -1.18 0.94  0.441
O 1.60 -0.79 2.55  -0.993
H 1.79 0.15 2.67  0.470
H 1.03 -0.76 1.73  0.460
O 1.11 -2.18 -1.95  -0.931
H 0.56 -1.45 -2.21  0.457
H 1.05 -2.14 -1.02  0.465
O -0.87 -3.16 0.09  -1.012
H -1.74 -3.07 -0.28  0.467
H -0.55 -2.21 0.18  0.482
O 1.44 0.40 -3.08  -0.966
H 1.07 -0.04 -3.81  0.442
H 0.69 0.44 -2.43  0.480
O 2.32 1.84 2.21  -0.973
H 2.15 2.79 2.14  0.467
H 1.74 1.53 1.50  0.481
O -1.23 -1.69 2.83  -0.954
H -1.27 -2.65 2.84  0.446
H -0.71 -1.55 1.99  0.482

Values from the calculation:
Charge: -2
HOMO (eV): -3.916
Relative energy (zero: lowest compared OMol25 entry of this formula, charge and spin) (eV): 4.207
Gap between HOMO and LUMO (eV): 8.79



4.
Here is a 2-piece molecular cluster, C7H15N2O overall from the OMol25 dataset. Energies are from ωB97M-V/def2-TZVPD.

Each line ends with the natural charge from an NBO analysis.
Element x y z (Å)
C 0.73 0.40 -0.67  0.300
C 1.86 -1.50 0.16  -0.040
C -1.27 -2.06 -0.52  -0.608
C -0.13 1.23 1.43  -0.608
C -1.55 1.35 -0.58  -0.545
C -1.13 -0.95 0.46  -0.406
C -0.47 0.38 0.12  -0.145
N 2.82 -0.86 0.23  0.235
N 1.59 1.33 -0.85  -0.635
O 3.72 -0.08 0.11  -0.348
H 0.82 -0.36 -1.54  0.237
H 1.11 -2.17 0.41  0.271
H -0.25 -2.64 -0.64  0.185
H -2.08 -2.64 -0.16  0.252
H -1.53 -1.74 -1.53  0.224
H 0.19 2.18 1.31  0.208
H -1.00 1.16 2.06  0.240
H 0.67 0.79 2.02  0.217
H -1.06 2.19 -0.95  0.209
H -2.22 1.69 0.19  0.235
H -2.06 0.69 -1.34  0.225
H -0.65 -1.21 1.34  0.213
H -2.13 -0.57 0.71  0.235
H 2.36 1.28 -1.46  0.436
H 1.64 2.12 -0.32  0.410

Values from the calculation:
Charge: +1
HOMO (eV): -14.573
Relative energy (zero: lowest compared OMol25 entry of this formula, charge and spin) (eV): 5.943
Gap between HOMO and LUMO (eV): 10.23



Which formula does entry 3 have?
H30O19S